The following is a quantum chemistry calculation of a molecular structure, C32H37ClFeN2Si2, from the OMol25 dataset.

charge = +1
HOMO level (alpha / beta) = -9.647 / -11.202 eV
energy above the lowest of the compared OMol25 structures with the same formula, charge and spin = 0.000 eV
orbital gap (alpha / beta) = 7.60 / 7.35 eV
multiplicity = 6

Element x y z (Å)
C1 -2.182 -4.209 2.344
C2 -0.942 -3.548 2.629
C3 -1.224 -2.167 2.853
H1 0.012 -4.047 2.774
C4 -2.626 -1.955 2.649
C5 -3.218 -3.227 2.353
H2 -4.280 -3.445 2.261
H3 -2.327 -5.280 2.217
H4 -0.517 -1.424 3.214
H5 -3.165 -1.014 2.784
Fe1 -1.763 -2.725 0.788
Si1 1.243 2.360 -0.435
C6 2.758 2.482 -1.498
C7 2.633 2.836 -2.847
H6 1.639 2.941 -3.290
C8 3.782 3.049 -3.619
H7 3.688 3.351 -4.665
C9 5.049 2.909 -3.031
H8 5.942 3.133 -3.611
C10 5.171 2.486 -1.704
H9 6.158 2.353 -1.252
C11 4.023 2.250 -0.944
H10 4.091 1.892 0.088
C12 0.269 3.934 -0.580
C13 0.995 5.101 -0.284
H11 2.023 5.029 0.077
C14 0.403 6.357 -0.475
H12 0.983 7.258 -0.272
C15 -0.916 6.447 -0.932
H13 -1.374 7.422 -1.099
C16 -1.658 5.279 -1.175
H14 -2.690 5.347 -1.525
C17 -1.072 4.020 -0.989
H15 -1.644 3.103 -1.171
H16 1.753 2.347 0.945
Si2 0.183 0.180 -0.561
C18 -0.921 0.633 0.901
C19 -0.381 0.916 2.171
H17 0.608 0.543 2.443
C20 -1.056 1.752 3.063
H18 -0.569 2.034 3.998
C21 -2.318 2.257 2.739
H19 -2.789 3.011 3.376
C22 -2.945 1.806 1.571
H20 -3.960 2.150 1.338
C23 -2.269 0.971 0.671
H21 -2.775 0.649 -0.242
C24 1.700 -0.833 -0.156
C25 1.971 -1.277 1.144
H22 1.169 -1.315 1.888
C26 3.270 -1.635 1.516
H23 3.482 -1.903 2.553
C27 4.306 -1.633 0.574
H24 5.335 -1.850 0.869
C28 3.992 -1.375 -0.767
H25 4.774 -1.433 -1.524
C29 2.683 -1.053 -1.140
H26 2.422 -0.895 -2.190
H27 0.253 1.057 -1.742
Cl1 -1.018 -1.177 -1.712
N1 -3.363 -2.740 -0.431
C30 -3.858 -4.080 -0.884
C31 -2.749 -5.119 -0.974
C32 -1.385 -4.618 -1.427
N2 -0.622 -3.943 -0.302
H28 -3.097 -2.182 -1.245
H29 -4.140 -2.226 0.001
H30 -4.597 -4.419 -0.155
H31 -4.355 -3.941 -1.850
H32 -2.664 -5.628 0.003
H33 -3.072 -5.880 -1.696
H34 -0.777 -5.467 -1.757
H35 -1.451 -3.894 -2.247
H36 0.172 -3.419 -0.683
H37 -0.208 -4.668 0.291